1.
37
Properties=species:S:1:pos:R:3 method="wB97M-V/def2-TZVPD" spin_multiplicity=5 e_homo_ev="-11.2 / -12.1" s_squared=6.03 total_charge=+1
Rh 0.533 -0.409 0.281
S 0.701 0.109 -2.050
S -1.679 0.749 0.116
O 0.062 -3.128 -0.688
N 1.362 1.652 1.167
N 2.733 -1.357 0.731
N 0.691 -0.642 2.674
N -6.070 0.942 -4.043
N -3.113 0.105 -6.789
C 3.078 -1.231 2.152
C -3.622 0.655 -3.351
C -0.200 -2.289 0.045
C 1.849 -1.465 3.042
C -4.972 0.815 -3.752
C -2.906 0.218 -5.668
C 0.596 0.684 3.291
C -0.956 0.308 -2.516
C -2.608 0.351 -4.290
C 1.536 1.693 2.624
C -3.289 0.796 -2.013
C -1.976 0.604 -1.574
C -1.292 0.192 -3.865
H 3.848 -1.954 2.448
H -4.054 1.036 -1.290
H -0.435 1.026 3.165
H 0.628 2.303 0.889
H 2.571 1.458 2.873
H 2.217 1.937 0.695
H 3.452 -0.930 0.153
H 3.485 -0.234 2.314
H 0.817 0.645 4.366
H 2.690 -2.341 0.471
H 1.317 2.687 3.027
H -0.520 -0.033 -4.587
H -0.155 -1.152 2.925
H 1.547 -2.509 2.937
H 2.134 -1.293 4.088



2.
10
Properties=species:S:1:pos:R:3 method="wB97M-V/def2-TZVPD" e_homo_ev=-8.7 smiles="N=C=CC=O.N#N"
O -1.569 -0.651 1.545
N -0.538 0.797 -1.859
N 2.264 -0.030 0.691
N -1.418 1.403 -1.518
C 0.049 -0.550 -0.411
C 1.241 -0.255 0.056
C -1.310 -0.077 0.536
H -0.043 -1.473 -0.985
H -1.770 0.885 -0.199
H 3.059 0.390 0.219



3.
34
Properties=species:S:1:pos:R:3 method="wB97M-V/def2-TZVPD" e_homo_ev=-11.3 total_charge=+1
F 14.022 -20.384 -24.848
F 13.608 -21.214 -26.816
F 15.354 -21.901 -25.747
O 14.920 -18.378 -26.849
O 16.710 -19.534 -26.370
O 16.514 -15.784 -25.547
O 18.263 -15.062 -24.454
O 17.927 -17.237 -24.836
N 15.890 -18.841 -22.942
C 14.604 -18.802 -20.890
C 14.982 -18.019 -23.482
C 13.642 -18.016 -21.495
C 13.792 -17.660 -22.836
C 15.435 -19.736 -26.782
C 13.503 -18.130 -26.670
C 17.518 -16.021 -24.845
C 14.645 -20.771 -25.988
C 13.257 -16.658 -26.840
C 15.658 -19.213 -21.675
Li 16.692 -13.717 -25.258
Li 19.569 -16.291 -23.680
Li 17.388 -19.137 -24.426
Li 16.757 -17.283 -26.883
H 13.805 -16.069 -26.100
H 12.771 -17.704 -20.934
H 13.183 -18.376 -25.653
H 15.467 -20.082 -27.821
H 15.174 -17.641 -24.478
H 13.130 -16.992 -23.367
H 16.478 -19.735 -21.193
H 14.568 -18.988 -19.827
H 12.185 -16.490 -26.731
H 13.601 -16.262 -27.798
H 12.949 -18.823 -27.303



4.
51
Properties=species:S:1:pos:R:3 method="wB97M-V/def2-TZVPD" e_homo_ev=-11.5 total_charge=+1
F 1.934 2.070 -3.009
F 2.806 1.003 3.466
F 1.851 -1.062 3.853
F 2.609 3.206 -1.050
F 0.448 3.393 -1.813
O -3.968 1.546 7.773
O 0.157 -1.473 -5.230
N 0.516 0.931 4.284
N -2.410 -0.192 6.663
C -3.232 0.650 7.282
C 0.371 -1.081 1.263
C -2.682 0.994 4.330
C 1.506 1.299 0.761
C 1.470 -2.003 -5.369
C 1.125 1.188 -0.755
C -0.676 -1.533 -6.383
C 0.373 -0.085 -1.336
C -1.730 0.631 5.607
C 1.548 2.452 -1.689
C 1.538 0.287 3.397
C -0.401 -0.076 4.983
C 2.309 -1.270 -6.400
C 1.142 0.188 1.851
C -0.269 2.051 3.640
C 0.010 -1.214 -0.281
C -0.957 -2.951 -6.848
C -1.720 1.507 3.128
H -1.623 -1.063 -6.103
H 0.303 2.634 2.836
H 0.043 -1.957 1.925
H -3.152 -0.023 4.010
H -0.632 -0.995 4.337
H -0.254 -0.928 -7.191
H -1.442 1.649 6.101
H 1.429 -3.076 -5.582
H 1.948 -1.899 -4.391
H 1.933 -1.437 -7.412
H -1.599 0.616 2.397
H -1.710 -2.952 -7.639
H 0.214 -0.436 5.906
H 1.053 1.376 5.070
H -0.488 2.818 4.491
H 2.080 2.225 1.167
H -0.056 -3.426 -7.244
H -2.257 2.345 2.545
H 3.345 -1.617 -6.367
H -0.522 -2.144 -0.725
H -1.313 -3.568 -6.018
H 0.132 -0.138 -2.456
H 2.290 -0.191 -6.219
H -3.478 1.790 4.577